DFT (the ωB97M-V functional and the def2-TZVPD basis) results for an isolated ion of composition C5H7N2 and charge +1 at a distorted geometry.

Each line ends with the Mulliken charge.
Positions of all 14 atoms, in Å:
C  -1.694  -0.340  0.452  -0.2414
C  -0.915  -0.139  -0.671  0.3442
C  -0.379  0.005  0.764  -0.0115
C  0.267  0.348  2.288  -0.0765
C  -0.283  -0.320  -1.980  -0.2975
N  1.269  1.058  2.304  -0.4072
N  1.112  -0.291  -1.949  -0.5057
H  -2.626  -0.793  0.872  0.3647
H  -0.531  -1.252  -2.362  0.2758
H  -0.686  0.543  -2.564  0.3420
H  1.645  1.377  3.248  0.3045
H  1.496  0.621  -2.269  0.2630
H  -0.292  -0.147  2.963  0.4134
H  1.616  -0.671  -1.095  0.2324

Cartesian forces, eV/Å:
0.66 -0.75 -0.21
1.73 -0.37 5.52
-2.78 0.34 -1.05
1.26 0.54 -5.09
-0.34 2.31 0.36
0.99 1.17 1.30
3.02 1.13 0.64
0.76 0.84 -0.62
-1.61 -1.69 -0.92
0.16 -0.90 -0.24
-0.77 -0.81 -1.34
-0.12 -1.20 0.70
-1.90 -1.41 2.58
-1.07 0.81 -1.62

Summary:
HOMO level ... -13.741 eV
E_tot ... -8266.5713 eV
Orbital gap ... 8.554 eV
Total charge ... +1
Energy relative to the best compared isomer or geometry (same formula, charge and spin) ... 143.1 kcal/mol
Molecular weight ... 95.12 g/mol

***

DFT (the ωB97M-V functional and the def2-TZVPD basis) results for a 2-piece molecular cluster, C2HNOS overall at a distorted geometry.

Each line ends with the natural charge from an NBO analysis.
Positions of all 6 atoms, in Å:
C  0.332  -0.818  1.580  -0.1666
C  -0.607  0.514  -1.402  0.8593
N  -0.684  -0.229  -0.476  -0.7422
O  -0.488  1.247  -2.311  -0.5296
S  1.672  -0.457  2.259  0.2565
H  -0.225  -0.257  0.349  0.3226

Cartesian forces, eV/Å:
2.91 -0.44 3.65
0.96 1.47 -0.95
-3.12 0.01 -4.89
-0.48 -0.53 0.18
-1.19 -0.42 -0.58
0.92 -0.09 2.60

Summary:
HOMO level ... -10.705 eV
E_tot ... -16459.6717 eV
Orbital gap ... 9.617 eV
Total charge ... 0
Energy relative to the best compared isomer or geometry (same formula, charge and spin) ... 66.0 kcal/mol
Molecular weight ... 87.10 g/mol

***

DFT (the ωB97M-V functional and the def2-TZVPD basis) results for a 6-piece molecular cluster, C30H55ClF2IN2O15 overall at a distorted geometry.

Each line ends with the Mulliken charge.
Positions of all 106 atoms, in Å:
C  -2.319  3.712  -0.815  -1.8585
C  -1.589  2.429  -0.372  1.0772
C  -1.406  1.553  -1.605  -1.6159
C  -0.264  2.857  0.310  -0.9419
C  0.958  2.011  -0.027  -0.9206
C  0.919  0.548  0.296  0.1860
N  0.407  -0.174  1.315  0.2559
C  -0.293  0.426  2.460  0.4864
C  -0.070  -0.279  3.792  -1.5891
F  -1.616  0.439  2.152  -0.3532
C  0.663  -1.517  1.058  0.6083
Cl  0.158  -2.819  2.012  -0.0343
C  1.389  -1.643  -0.086  -1.0484
I  2.113  -3.358  -0.951  0.3394
N  1.507  -0.329  -0.509  0.4742
F  2.121  0.017  -1.636  -0.1881
H  -3.386  3.544  -0.899  0.4223
H  -1.898  4.101  -1.737  0.4663
H  -2.182  4.484  -0.061  0.4334
H  -2.256  1.961  0.339  0.2492
H  -2.382  1.416  -2.061  0.4901
H  -0.782  2.026  -2.357  0.3337
H  -1.064  0.548  -1.360  0.3284
H  -0.436  2.960  1.375  0.2532
H  -0.031  3.857  -0.040  0.6306
H  1.115  2.067  -1.095  0.5376
H  1.866  2.404  0.428  0.4210
H  0.091  1.432  2.542  0.3610
H  0.839  -0.866  3.764  0.4157
H  -0.027  0.471  4.567  0.3734
H  -0.877  -0.977  3.963  0.4040
C  5.267  -0.905  -1.065  -0.5695
C  5.704  0.169  -2.041  -0.3648
O  6.823  0.905  -1.545  -0.3750
C  8.004  0.288  -1.671  0.8040
O  8.180  -0.790  -2.174  -0.5539
O  8.939  1.081  -1.163  -0.3519
C  10.262  0.533  -1.190  -0.6324
H  5.086  -0.474  -0.077  0.2783
H  4.354  -1.394  -1.409  -0.1355
H  6.039  -1.665  -0.953  0.4290
H  4.914  0.907  -2.177  0.2750
H  5.934  -0.252  -3.019  0.3491
H  10.526  0.203  -2.191  0.3046
H  10.339  -0.295  -0.488  0.2902
H  10.931  1.331  -0.882  0.2273
C  8.259  -4.837  2.970  -1.1140
C  7.410  -5.313  1.812  -0.0477
O  6.170  -5.888  2.264  -0.3824
C  5.225  -5.024  2.602  0.8064
O  5.287  -3.822  2.527  -0.5749
O  4.155  -5.715  3.009  -0.3747
C  3.079  -4.898  3.457  -0.3401
H  8.411  -5.645  3.686  0.3026
H  9.230  -4.498  2.612  0.3643
H  7.779  -4.013  3.496  0.3083
H  7.916  -6.112  1.275  0.2863
H  7.209  -4.510  1.103  0.2010
H  2.824  -4.148  2.710  0.0604
H  3.337  -4.416  4.399  0.2482
H  2.222  -5.549  3.613  0.2742
C  -1.642  8.468  -5.681  -1.1089
C  -1.205  7.055  -6.001  -0.1943
O  -1.821  6.096  -5.124  -0.3469
C  -3.080  5.781  -5.425  0.6853
O  -3.715  6.197  -6.357  -0.5532
O  -3.517  4.910  -4.512  -0.2015
C  -4.886  4.525  -4.677  -0.7050
H  -1.463  8.693  -4.629  0.2874
H  -1.090  9.181  -6.292  0.3662
H  -2.706  8.600  -5.874  0.3189
H  -0.134  6.945  -5.839  0.2904
H  -1.413  6.795  -7.038  0.3210
H  -5.075  4.171  -5.687  0.3156
H  -5.542  5.361  -4.443  0.3350
H  -5.072  3.718  -3.974  0.1931
C  -11.597  4.780  -4.391  -1.1036
C  -10.194  4.673  -4.948  -0.1926
O  -9.401  3.728  -4.210  -0.3498
C  -9.623  2.448  -4.501  0.7623
O  -10.392  2.027  -5.323  -0.5435
O  -8.832  1.703  -3.724  -0.3213
C  -9.009  0.295  -3.894  -0.6512
H  -11.566  5.006  -3.325  0.2943
H  -12.146  5.570  -4.903  0.3568
H  -12.140  3.845  -4.518  0.3133
H  -9.674  5.624  -4.847  0.2945
H  -10.200  4.406  -6.004  0.3255
H  -8.921  0.013  -4.941  0.3079
H  -9.978  -0.013  -3.505  0.2979
H  -8.221  -0.187  -3.321  0.2100
C  -1.801  -7.610  8.307  -1.1103
C  -1.576  -6.588  7.214  -0.1678
O  -0.461  -5.730  7.511  -0.3605
C  0.739  -6.255  7.274  0.7792
O  0.963  -7.337  6.800  -0.5493
O  1.661  -5.354  7.622  -0.3341
C  3.009  -5.804  7.472  -0.6133
H  -1.902  -7.117  9.274  0.2973
H  -2.707  -8.182  8.108  0.3580
H  -0.964  -8.303  8.372  0.3162
H  -2.434  -5.924  7.136  0.2859
H  -1.430  -7.063  6.244  0.3075
H  3.184  -6.190  6.469  0.2627
H  3.241  -6.570  8.210  0.3056
H  3.651  -4.945  7.642  0.2301

Cartesian forces, eV/Å:
0.27 -0.02 0.62
0.05 0.95 -0.60
-0.55 -0.23 0.39
-0.44 -0.22 -0.21
-0.09 -0.25 0.55
0.17 0.41 -0.34
0.31 -0.11 -0.54
0.30 -0.41 0.61
0.04 -0.19 -0.69
-0.30 0.20 -0.08
0.15 -0.47 0.07
-0.15 0.12 0.04
-0.25 0.13 0.19
-0.10 0.33 -0.02
-0.06 -0.71 0.29
0.03 0.10 -0.14
-0.16 -0.02 -0.33
-0.10 0.02 -0.27
-0.11 0.15 0.13
0.12 -0.47 0.22
-0.14 -0.04 -0.16
0.25 -0.01 -0.07
0.26 -0.10 -0.12
0.10 0.03 0.19
0.20 0.18 -0.07
0.12 -0.06 -0.24
0.08 0.17 0.16
-0.11 0.31 -0.26
0.34 0.16 0.24
-0.01 0.02 0.26
-0.26 -0.01 0.17
0.10 -0.01 0.17
-0.34 -0.16 -0.09
0.01 0.06 0.03
0.03 0.13 -0.07
-0.01 -0.09 0.03
0.00 0.01 0.03
0.21 0.02 0.03
-0.05 0.03 -0.04
0.12 0.06 -0.07
-0.02 -0.03 -0.06
0.08 0.11 0.04
0.12 -0.04 0.04
-0.07 -0.06 -0.01
-0.02 -0.06 -0.06
-0.10 0.07 0.03
-0.17 0.03 0.19
0.42 0.10 -0.10
-0.05 -0.03 0.01
0.01 -0.09 -0.21
-0.01 0.08 0.03
-0.02 0.01 0.04
-0.29 0.02 0.11
0.07 -0.04 -0.06
0.01 -0.02 -0.03
0.00 0.04 -0.06
-0.14 -0.11 0.04
-0.12 0.04 0.07
0.10 0.06 0.02
0.02 0.10 -0.05
0.12 -0.16 -0.01
-0.21 -0.03 0.13
0.23 0.30 -0.19
0.03 -0.08 0.03
0.07 -0.01 0.02
-0.04 0.02 -0.03
0.00 -0.08 0.07
-0.19 -0.12 0.06
0.10 0.02 -0.02
0.03 -0.01 -0.01
0.01 -0.02 -0.08
-0.03 -0.12 0.12
-0.14 -0.04 0.03
0.02 0.09 -0.05
-0.01 0.03 -0.10
0.12 0.03 0.06
-0.03 -0.21 0.13
-0.24 0.33 -0.15
0.12 0.00 0.02
0.03 0.06 0.01
-0.04 -0.04 -0.03
0.05 -0.02 0.01
0.06 -0.17 0.04
0.02 0.10 -0.02
0.02 0.02 -0.01
0.01 0.01 -0.08
0.12 -0.07 0.09
0.00 -0.14 0.03
-0.08 0.04 -0.03
-0.04 0.00 -0.08
0.02 0.11 0.05
0.21 -0.01 0.12
-0.37 -0.21 -0.02
0.01 0.08 -0.02
-0.04 0.08 -0.09
0.02 -0.05 0.00
0.05 0.05 0.01
0.28 0.03 -0.02
-0.10 0.03 -0.02
-0.02 0.02 -0.02
-0.01 -0.03 -0.08
0.10 0.14 0.04
0.15 -0.02 0.03
-0.07 -0.11 0.02
-0.06 -0.08 -0.06
-0.14 0.10 0.06

Summary:
HOMO level ... -12.110 eV
E_tot ... -91745.2197 eV
Orbital gap ... 8.998 eV
Total charge ... +1
Molecular weight ... 884.12 g/mol

***

DFT (the ωB97M-V functional and the def2-TZVPD basis) results for a 5-piece molecular cluster, C21H47N5O5 overall at a distorted geometry.

Each line ends with the Mulliken charge.
Positions of all 78 atoms, in Å:
C  -4.354  2.073  2.025  -2.0801
C  -4.791  3.293  1.141  1.8235
C  -4.320  2.926  -0.322  -1.8135
C  -6.296  3.431  1.230  -1.1001
C  -6.794  4.538  0.345  -0.7477
C  -6.390  5.844  0.841  -1.0375
C  -4.845  5.806  1.101  1.5265
C  -4.072  6.367  -0.142  -1.4976
C  -4.503  6.778  2.285  -2.0246
N  -4.280  4.558  1.719  0.0462
O  -2.865  4.516  1.837  -0.4536
H  -3.359  1.662  1.852  0.3722
H  -4.417  2.325  3.084  0.4868
H  -5.045  1.230  1.995  0.4007
H  -4.609  1.895  -0.521  0.3624
H  -4.815  3.612  -1.010  0.4092
H  -3.318  2.967  -0.750  0.3287
H  -6.988  2.603  1.082  0.4232
H  -6.521  3.775  2.240  0.3481
H  -6.707  4.242  -0.700  0.3869
H  -7.881  4.590  0.399  0.4260
H  -7.044  6.164  1.652  0.3778
H  -6.602  6.579  0.064  0.2905
H  -3.203  6.918  0.215  0.4056
H  -4.597  6.958  -0.893  0.2847
H  -3.642  5.485  -0.616  0.3352
H  -4.916  6.527  3.263  0.4234
H  -4.666  7.822  2.017  0.4531
H  -3.430  6.744  2.472  0.4878
H  -2.769  4.312  2.770  0.3560
C  3.418  -3.661  -4.254  -0.9349
N  4.175  -2.523  -4.806  0.0630
C  4.155  -1.396  -3.916  -0.8841
C  4.306  -2.433  -6.141  0.1349
O  4.102  -3.286  -7.023  -0.5871
H  3.535  -3.908  -3.199  0.2865
H  3.597  -4.511  -4.911  0.3064
H  2.352  -3.432  -4.273  0.3734
H  3.110  -1.189  -3.688  0.2915
H  4.659  -1.796  -3.036  0.2810
H  4.806  -0.641  -4.357  0.3820
H  4.711  -1.466  -6.477  0.2882
C  -2.522  -4.183  0.640  -0.9306
N  -1.513  -3.082  0.650  0.1353
C  -0.487  -2.932  1.718  -0.8456
C  -1.326  -2.450  -0.530  0.0951
O  -0.423  -1.670  -0.805  -0.5860
H  -3.033  -4.233  1.601  0.3278
H  -2.071  -5.175  0.685  0.3408
H  -3.354  -4.169  -0.064  0.3192
H  0.183  -3.786  1.622  0.3460
H  0.095  -2.013  1.659  0.1910
H  -0.851  -2.834  2.741  0.3057
H  -2.136  -2.668  -1.243  0.3039
C  3.743  -0.125  0.987  -0.9810
N  3.476  1.314  0.845  0.1181
C  2.169  1.759  1.501  -0.8222
C  4.327  2.130  0.374  0.1803
O  5.349  1.817  -0.218  -0.6255
H  4.797  -0.397  1.030  0.3232
H  3.276  -0.484  0.070  0.3206
H  3.421  -0.602  1.913  0.3296
H  2.374  1.316  2.476  0.3268
H  2.020  2.838  1.484  0.3242
H  1.370  1.257  0.955  0.2528
H  4.073  3.131  0.754  0.2524
C  6.787  -7.920  -0.324  -0.8877
N  6.333  -6.710  0.320  0.1132
C  7.360  -6.060  1.123  -0.8960
C  5.071  -6.082  0.261  0.1696
O  4.882  -5.012  0.830  -0.6348
H  7.754  -7.938  -0.827  0.2813
H  5.971  -8.306  -0.935  0.2774
H  6.779  -8.660  0.476  0.3711
H  8.218  -5.769  0.516  0.3128
H  7.015  -5.093  1.489  0.2659
H  7.662  -6.794  1.870  0.3057
H  4.319  -6.711  -0.240  0.3190

Cartesian forces, eV/Å:
-0.27 0.42 0.78
1.90 -1.97 -0.27
-0.91 0.57 -0.42
-1.07 0.71 0.23
-2.73 -1.57 -0.62
1.91 0.75 -0.69
1.08 3.02 2.11
0.80 -1.50 0.50
0.56 0.57 -0.48
-1.93 -1.48 -0.91
-0.34 0.36 -0.73
0.06 0.36 -0.29
0.19 0.41 0.19
-0.20 0.05 -0.70
-0.46 0.05 -0.09
-0.45 -0.35 -0.20
0.67 0.24 1.35
0.91 -0.76 -0.21
0.17 -0.18 0.39
0.84 0.66 -0.20
-0.44 -0.52 0.19
0.57 -0.31 0.60
0.39 0.30 0.02
-0.08 0.18 -0.08
-0.34 -0.10 0.37
0.03 0.14 -0.50
-0.67 -0.08 -0.31
-0.48 0.10 0.08
0.17 -0.13 -0.25
0.16 0.08 0.12
-0.45 -0.17 -0.99
-1.04 -1.80 0.43
1.00 -0.81 -0.15
0.35 -0.56 -2.12
-0.01 0.82 1.98
1.08 0.27 -0.08
-0.07 -0.08 0.29
-0.28 0.11 -0.44
0.17 0.85 0.07
-0.13 0.61 0.42
-0.62 0.55 0.27
0.00 0.23 0.35
0.48 -0.24 2.23
-0.71 -0.13 -0.04
-0.17 -0.43 -0.29
0.55 0.93 -0.26
-0.52 -0.53 0.32
-0.11 0.66 0.29
0.46 -0.05 -0.82
0.70 0.58 -0.52
0.21 0.07 0.36
-0.15 -0.08 -1.00
-0.77 -0.64 -0.16
0.08 -0.09 -0.11
0.17 0.17 -1.22
-3.90 -2.44 3.02
2.25 -1.36 -0.71
2.84 2.12 -0.56
0.16 0.39 -0.16
0.18 0.69 -0.71
0.11 -1.27 0.42
-1.03 0.51 -0.09
-1.20 0.54 0.43
0.30 -0.16 0.10
-0.15 0.04 0.30
0.24 0.72 -0.87
-2.02 -1.05 0.95
-0.54 2.05 -0.40
-0.03 0.24 -0.48
2.32 -0.29 0.97
-0.54 -1.14 -0.93
-0.20 0.62 -0.06
0.22 0.21 -0.62
0.72 -0.42 0.07
0.22 -0.43 -0.23
-0.32 -0.52 0.50
0.21 0.43 0.39
-0.06 0.32 -0.16

Summary:
HOMO level ... -8.574 eV
E_tot ... -40222.2436 eV
Orbital gap ... 8.926 eV
Structure (SMILES) ... CC1(C)CCCC(C)(C)N1O.CN(C)C=O.CN(C)C=O.CN(C)C=O.CN(C)C=O
Total charge ... 0
Energy relative to the best compared isomer or geometry (same formula, charge and spin) ... 10.7 kcal/mol
Molecular weight ... 449.64 g/mol

***

Which of these has the lowest HOMO level?
C5H7N2

***

HOMO level of number 2 (C2HNOS)?
-10.705 eV